Entry 1:
# C36H96N8O10

8 unconnected molecules or ions with the total composition C36H96N8O10 in a non-equilibrium geometry (the ωB97M-V functional and the def2-TZVPD basis, the OMol25 dataset).

XYZ file:
```
150
Properties=species:S:1:pos:R:3
C 6.2541 -7.7340 -1.9865
O 6.7420 -6.9008 -1.0002
C 6.0738 -7.0071 0.3021
C 4.5861 -6.5983 0.1680
N 4.5877 -5.2587 -0.4677
C 3.2744 -4.9887 -1.1998
C 3.3904 -3.6626 -1.9706
O 4.6758 -3.2910 -2.5361
C 4.6312 -2.1551 -3.4127
H 6.8078 -7.7527 -2.9252
H 5.2478 -7.4503 -2.2947
H 6.2121 -8.7610 -1.6237
H 6.6613 -6.3686 0.9618
H 6.0387 -8.0631 0.5700
H 3.9452 -6.6320 1.0490
H 4.0550 -7.1555 -0.6037
H 5.3698 -5.1579 -1.0988
H 2.4478 -4.9703 -0.4895
H 3.1076 -5.7367 -1.9748
H 3.1501 -2.9308 -1.1993
H 2.6471 -3.6219 -2.7668
H 3.8131 -2.2286 -4.1292
H 5.5233 -2.2759 -4.0272
H 4.5331 -1.2096 -2.8794
C -3.2473 2.0406 0.8327
O -1.8951 1.6104 0.7562
C -1.3687 1.6215 -0.6468
C 0.1571 1.3503 -0.6486
N 0.7610 2.2245 0.3058
C 2.1603 1.9119 0.3751
C 2.6492 0.7691 1.3229
O 2.3335 -0.4320 0.6003
C 2.8970 -1.5698 1.3851
H -3.3427 3.1226 0.7419
H -3.6475 1.6434 1.7655
H -3.8168 1.6217 0.0031
H -1.5766 2.6056 -1.0669
H -1.8543 0.9794 -1.3816
H 0.5695 1.4716 -1.6503
H 0.3231 0.3368 -0.2835
H 0.2196 2.0355 1.1372
H 2.4306 2.8803 0.7961
H 2.5544 1.7276 -0.6244
H 1.9395 0.8132 2.1490
H 3.6721 0.9374 1.6596
H 3.9574 -1.7263 1.1869
H 2.4734 -2.4851 0.9718
H 2.6213 -1.5433 2.4393
C -6.7488 1.8772 -4.1902
C -5.5475 1.2906 -4.8667
C -4.3731 0.8643 -4.0464
O -3.8369 1.9481 -3.3084
C -3.2792 3.0582 -4.0660
N -6.0239 0.0960 -5.4939
H -6.3651 2.6154 -3.4860
H -7.3383 1.0430 -3.8096
H -7.3585 2.3984 -4.9281
H -5.2049 2.0147 -5.6059
H -3.5735 0.4723 -4.6749
H -4.7768 0.3021 -3.2043
H -2.7732 3.7118 -3.3555
H -4.0580 3.6303 -4.5702
H -2.7074 2.6444 -4.8966
H -6.9387 0.1312 -5.9206
H -5.9646 -0.5258 -4.7003
C -0.3695 -3.5638 1.1262
C -1.0164 -3.6390 -0.2668
C 0.0465 -3.1650 -1.3229
O -0.4322 -2.9897 -2.6782
C 0.1885 -2.0223 -3.5258
N -1.4986 -4.9579 -0.5127
H 0.2275 -4.4757 1.1138
H -1.1042 -3.4723 1.9262
H 0.3659 -2.7602 1.1666
H -1.8459 -2.9386 -0.3643
H 0.8382 -3.9019 -1.4580
H 0.4006 -2.2304 -0.8879
H 1.2772 -2.0655 -3.5581
H -0.0690 -0.9779 -3.3497
H -0.1058 -2.2999 -4.5379
H -1.7359 -4.8585 -1.4894
H -2.3628 -5.1734 -0.0365
C -5.7038 4.2020 2.5189
C -6.8550 5.1126 2.2792
C -6.8031 6.5562 2.6868
O -8.1164 7.1288 2.5410
C -8.1286 8.5231 2.5344
N -6.9024 5.1727 0.8492
H -5.6522 4.0572 3.5980
H -4.7353 4.5072 2.1227
H -5.8847 3.1784 2.1906
H -7.7625 4.6546 2.6727
H -6.0520 7.1573 2.1743
H -6.5953 6.7389 3.7411
H -7.4313 9.0121 1.8541
H -7.6448 8.8758 3.4452
H -9.0995 8.9241 2.2433
H -7.7632 5.4793 0.4190
H -6.2169 5.8548 0.5580
C 4.3740 -1.0684 6.5757
C 3.3784 -0.7741 5.4373
C 2.3735 -1.9493 5.2525
O 3.0343 -3.0866 4.7507
C 2.1570 -4.2279 4.9823
N 2.6977 0.5071 5.4567
H 4.9338 -1.9955 6.4525
H 3.7286 -1.1999 7.4441
H 5.1475 -0.3088 6.6891
H 3.9886 -0.8179 4.5352
H 1.5965 -1.6403 4.5533
H 1.9428 -2.0848 6.2446
H 2.1080 -4.5057 6.0352
H 2.5494 -5.1028 4.4641
H 1.1245 -4.0767 4.6674
H 2.2444 0.6174 6.3525
H 2.0981 0.7595 4.6842
C 4.3704 2.9733 -6.8800
C 4.4662 1.5814 -6.2064
C 3.1498 1.3535 -5.2713
O 3.2276 2.3412 -4.3181
C 2.1969 2.2959 -3.3701
N 4.7857 0.5847 -7.1793
H 4.1983 3.6244 -6.0230
H 3.5164 3.0951 -7.5463
H 5.3310 3.1877 -7.3483
H 5.3015 1.5594 -5.5064
H 3.1018 0.3816 -4.7801
H 2.2146 1.5915 -5.7782
H 2.2503 1.2852 -2.9653
H 1.1428 2.4235 -3.6161
H 2.4031 3.0927 -2.6555
H 4.0592 0.5361 -7.8792
H 5.6028 0.8484 -7.7112
C -1.6828 3.5764 4.3481
C -1.1932 2.2113 4.5922
C -2.2800 1.1611 4.9854
O -1.9076 -0.1380 4.7311
C -0.8965 -0.7274 5.6369
N -0.5985 1.7701 3.3132
H -0.8126 4.1526 4.0339
H -2.2505 4.0525 5.1475
H -2.3316 3.4905 3.4764
H -0.3521 2.3602 5.2693
H -3.1800 1.3313 4.3946
H -2.7389 1.3294 5.9597
H -1.2135 -0.7590 6.6793
H -0.0105 -0.1013 5.5318
H -0.5866 -1.6988 5.2517
H -0.9182 0.8121 3.3006
H -1.1761 2.1258 2.5649
```

Output
Multiplicity = 2
LUMO energy (alpha / beta) = -0.0847 / -0.2730 hartree
Net charge = +1
Kohn-Sham gap (alpha / beta) = 0.284 / 0.095 Ha
Expectation value of S² = 0.75
Largest force on an atom = 4.51 eV/Å
Energy above the lowest of the compared OMol25 structures with the same formula, charge and spin = 0.000 eV
E = -2618.958499 hartree

Löwdin population analysis, charges in e, atoms 1 to 4: atom 1 (C): -0.119, atom 2 (O): -0.184, atom 3 (C): -0.116, atom 4 (C): -0.096

Entry 2:
# C8H14OSi2

A molecular structure, C8H14OSi2 in a non-equilibrium geometry (the ωB97M-V functional and the def2-TZVPD basis, the OMol25 dataset).

XYZ file:
```
25
Properties=species:S:1:pos:R:3
C 1.6901 -2.8398 2.3159
C 1.5752 -1.5669 2.7484
C 1.5110 -3.1472 0.9642
C 1.2313 -0.5267 1.8363
C 1.0873 -2.1496 0.0907
C 0.9003 -0.8198 0.5124
C -2.7109 1.1233 0.0280
C 0.4320 0.5775 -2.7458
O 2.0702 1.8255 -0.5663
Si -1.2474 2.3194 -0.3149
Si 0.5467 1.0273 -0.8900
H 1.9638 -3.6615 3.0086
H 1.6627 -1.3986 3.7978
H 1.3630 -4.2389 0.6060
H 1.2734 0.4611 2.3128
H 0.6784 -2.5273 -0.7583
H -2.5678 0.3168 -0.6331
H -2.6751 0.6604 1.0016
H -3.6078 1.6569 -0.0889
H 0.5316 -0.4438 -2.9871
H -0.6202 0.7998 -3.1444
H 1.0015 1.2658 -3.3045
H 2.8640 1.3226 -0.2027
H -1.3681 3.1196 -1.5457
H -1.4402 3.0204 1.1358
```

Output
LUMO energy = 0.0207 hartree
Net charge = 0
Kohn-Sham gap = 0.353 Ha
Largest force on an atom = 4.53 eV/Å
Energy above the lowest of the compared OMol25 structures with the same formula, charge and spin = 3.238 eV
E = -967.411777 hartree

Löwdin population analysis, charges in e, atoms 1 to 4: atom 1 (C): -0.132, atom 2 (C): -0.112, atom 3 (C): -0.100, atom 4 (C): -0.129

Entry 3:
# C5H12N2O3Si

2 unconnected molecules or ions with the total composition C5H12N2O3Si in a non-equilibrium geometry (the ωB97M-V functional and the def2-TZVPD basis, the OMol25 dataset).

XYZ file:
```
23
Properties=species:S:1:pos:R:3
C -1.1233 -2.2991 1.0150
N -1.3245 -1.4212 0.0996
O -2.3309 -0.8050 -0.2832
O -0.1831 -1.0884 -0.5798
Si 0.2728 0.5127 -1.0416
C 0.2531 1.7886 0.3368
C 2.1141 0.0816 -1.4212
C -0.5966 1.1214 -2.6044
H -0.1202 -2.7039 1.0063
H -1.9201 -2.5849 1.7204
H -0.8479 2.0617 0.4851
H 0.5907 1.5094 1.3004
H 0.8457 2.7411 -0.0743
H 2.8412 0.3306 -0.6845
H 2.0148 -0.9606 -1.5215
H 2.3581 0.6083 -2.3652
H -0.1133 2.0533 -2.8535
H -0.3742 0.3968 -3.4760
H -1.6552 1.3079 -2.4953
C -0.6952 -0.8992 3.1121
N 0.3293 -0.4494 3.4564
O 1.4860 -0.2233 3.6386
H -1.8213 -1.0785 3.2299
```

Output
LUMO energy = 0.0160 hartree
Net charge = 0
Kohn-Sham gap = 0.347 Ha
Largest force on an atom = 3.19 eV/Å
SMILES = C=[N+]([O-])O[Si](C)(C)C.C#[N+][O-]
Energy above the lowest of the compared OMol25 structures with the same formula, charge and spin = 2.288 eV
E = -822.241026 hartree

Löwdin population analysis, charges in e, atoms 1 to 4: atom 1 (C): 0.021, atom 2 (N): -0.397, atom 3 (O): -0.021, atom 4 (O): -0.159

Entry 4:
# C21H60BrClFN14O32PSTa

A molecular structure, C21H60BrClFN14O32PSTa in a non-equilibrium geometry (the ωB97M-V functional and the def2-TZVPD basis, the OMol25 dataset).

XYZ file:
```
133
Properties=species:S:1:pos:R:3
C 6.5236 -2.0117 0.0809
O 6.4901 -0.6346 0.5105
C 5.2860 -0.4860 1.3076
C 5.2574 0.8882 2.0539
C 4.1451 0.7651 3.1960
C 2.8641 1.6059 2.7737
C 2.2274 0.8458 1.5451
C 0.7802 1.3646 1.1725
Ta -0.6187 -0.3166 0.4691
Cl -2.6464 1.0446 1.1556
Br 1.3724 -1.8065 -0.4977
P -0.8658 0.7034 -1.9478
O -0.1320 -0.2676 -2.9071
S -0.5792 -1.4861 2.7641
O 0.4747 -0.9593 3.6696
O -0.5130 -2.9533 2.5477
F -2.0273 -1.1093 3.5298
H 7.1692 -2.5755 0.7975
H 6.8534 -2.1086 -0.9784
H 5.5099 -2.4728 0.1606
H 5.2886 -1.3104 2.0581
H 4.4307 -0.5599 0.6006
H 5.0037 1.7269 1.3730
H 6.2237 1.1150 2.5460
H 4.5147 1.0236 4.2069
H 3.8248 -0.3052 3.2481
H 3.1493 2.6457 2.5150
H 2.1637 1.5230 3.6318
H 2.8553 0.9368 0.6287
H 2.2332 -0.2272 1.8277
H 0.9037 2.0778 0.3091
H 0.3699 1.9919 2.0046
H -1.7824 -1.6701 -0.0936
H -2.2482 0.6130 -2.2839
H -0.3677 2.0382 -2.0347
C -1.8342 -5.8745 2.3411
N -2.0450 -6.5796 1.0519
O -3.0638 -7.2379 0.9112
O -1.1827 -6.4586 0.2141
H -2.6777 -6.0756 2.9894
H -0.9165 -6.2585 2.7722
H -1.7520 -4.8079 2.1281
C -4.0948 -0.6075 -4.9931
N -3.9900 0.8175 -5.3955
O -3.7141 1.6216 -4.5348
O -4.1905 1.0827 -6.5659
H -3.8895 -0.6867 -3.9321
H -5.0942 -0.9326 -5.2200
H -3.3592 -1.1621 -5.5722
C -4.3347 5.2030 -3.3990
N -3.3222 4.8015 -2.3933
O -2.4920 5.6237 -2.0638
O -3.4030 3.6705 -1.9824
H -4.1546 6.2319 -3.6895
H -4.2218 4.5336 -4.2495
H -5.3150 5.0973 -2.9428
C -0.3005 -9.5294 3.8905
N -1.5755 -9.0447 4.4789
O -2.1153 -8.0994 3.9439
O -1.9881 -9.6306 5.4533
H -0.0575 -8.9146 3.0296
H 0.4659 -9.4441 4.6568
H -0.4492 -10.5649 3.5956
C -2.0911 -9.3433 -1.3810
N -0.9316 -10.0998 -0.8447
O 0.0465 -10.2064 -1.5495
O -1.0454 -10.5617 0.2725
H -1.8478 -8.9921 -2.3786
H -2.9414 -10.0209 -1.4062
H -2.2736 -8.5071 -0.7101
C 6.8292 0.0509 -3.8727
N 5.7490 -0.8392 -3.3808
O 4.6207 -0.4108 -3.3996
O 6.0810 -1.9392 -2.9916
H 6.3881 0.9924 -4.1841
H 7.5266 0.2019 -3.0519
H 7.3090 -0.4490 -4.7105
C 7.7721 -0.0240 6.7876
N 6.9782 0.5520 5.6729
O 6.3687 1.5768 5.8899
O 6.9976 -0.0468 4.6205
H 7.6633 0.6122 7.6585
H 7.3844 -1.0207 6.9845
H 8.8090 -0.0623 6.4654
C 11.7853 2.6230 7.1740
N 10.6603 1.8431 7.7484
O 9.5603 2.3532 7.7363
O 10.9189 0.7453 8.1923
H 11.4051 3.5721 6.8203
H 12.5175 2.7699 7.9635
H 12.2011 2.0425 6.3535
C -8.3857 -1.4012 -3.1377
N -7.1627 -1.4054 -3.9796
O -7.2939 -1.1598 -5.1637
O -6.1192 -1.6552 -3.4189
H -9.2388 -1.1645 -3.7657
H -8.4862 -2.3926 -2.7030
H -8.2492 -0.6467 -2.3668
C 11.1303 6.5289 9.7276
N 11.9632 5.4573 9.1262
O 12.0718 5.4396 7.9195
O 12.4786 4.6690 9.8871
H 10.7376 7.1520 8.9306
H 10.3246 6.0474 10.2762
H 11.7693 7.1051 10.3920
C -5.2971 7.3619 -6.6762
N -6.5645 7.2403 -5.9120
O -7.5693 7.6926 -6.4142
O -6.5085 6.6951 -4.8316
H -5.5057 7.8645 -7.6134
H -4.6049 7.9447 -6.0714
H -4.9171 6.3635 -6.8525
C -6.3631 3.2253 -7.8743
N -5.7241 4.4675 -8.3801
O -6.3810 5.4933 -8.3758
O -4.5821 4.3786 -8.7640
H -7.3778 3.4575 -7.5662
H -6.3594 2.5023 -8.6858
H -5.7710 2.8716 -7.0321
C -10.4487 7.2092 -5.7606
N -11.5663 6.4110 -5.1941
O -12.6728 6.9073 -5.2010
O -11.2923 5.3132 -4.7627
H -10.8412 8.1605 -6.1054
H -9.7167 7.3559 -4.9721
H -10.0264 6.6432 -6.5858
C -5.1157 -4.9705 1.5176
N -6.1427 -4.0475 0.9745
O -5.7599 -2.9464 0.6697
O -7.2803 -4.4641 0.8793
H -4.1622 -4.4522 1.5384
H -5.4257 -5.2504 2.5216
H -5.0713 -5.8369 0.8643
```

Output
LUMO energy = 0.0250 hartree
Net charge = -1
Kohn-Sham gap = 0.232 Ha
Largest force on an atom = 3.15 eV/Å
E = -7939.710210 hartree

Löwdin population analysis, charges in e, atoms 1 to 4: atom 1 (C): -0.121, atom 2 (O): -0.216, atom 3 (C): -0.231, atom 4 (C): -0.155

Entry 5:
# C24H30N2O

A single C24H30N2O molecule (the ωB97M-V functional and the def2-TZVPD basis, the OMol25 dataset).

XYZ file:
```
57
Properties=species:S:1:pos:R:3
C -0.6440 -1.6756 2.8443
C -1.0896 -1.4982 1.4355
C -0.4881 -1.8894 0.2665
C 0.7639 -2.7104 0.1108
N 2.0487 -2.0665 -0.0767
C 2.3053 -1.4298 -1.3464
C 1.8185 0.0236 -1.4368
C 2.3754 0.8908 -0.3022
C 3.8736 1.2154 -0.4886
O 4.7189 0.0863 -0.5103
C 1.6934 2.2868 -0.3169
C 0.2052 2.3086 -0.1257
C -0.6545 2.2637 -1.2170
C -2.0221 2.3776 -1.0485
C -2.5540 2.5394 0.2184
C -1.7112 2.5703 1.3152
C -0.3437 2.4557 1.1429
C 2.0914 0.1799 1.0257
C 2.5712 -1.2792 1.0138
C -1.3655 -1.4954 -0.7909
C -1.3252 -1.6307 -2.1783
C -2.3804 -1.1565 -2.9234
C -3.4847 -0.5576 -2.3139
C -3.5542 -0.4116 -0.9455
C -2.4858 -0.8729 -0.1871
N -2.2853 -0.8701 1.1648
C -3.2050 -0.3909 2.1549
H -1.4357 -2.1230 3.4455
H -0.3758 -0.7178 3.2935
H 0.2266 -2.3234 2.8811
H 0.6234 -3.3701 -0.7522
H 0.8702 -3.3506 0.9949
H 1.8386 -2.0213 -2.1370
H 3.3883 -1.4501 -1.4960
H 2.1106 0.4392 -2.4041
H 0.7293 0.0345 -1.3730
H 4.1810 1.8841 0.3314
H 3.9835 1.7722 -1.4325
H 5.6231 0.3856 -0.6492
H 2.1502 2.8906 0.4721
H 1.9239 2.7599 -1.2751
H -0.2479 2.1608 -2.2125
H -2.6723 2.3513 -1.9099
H -3.6204 2.6542 0.3485
H -2.1182 2.7063 2.3075
H 0.3099 2.5069 2.0027
H 1.0130 0.1934 1.1907
H 2.5767 0.7111 1.8480
H 2.3033 -1.7606 1.9570
H 3.6603 -1.2908 0.9193
H -0.4828 -2.1046 -2.6597
H -2.3643 -1.2545 -3.9994
H -4.3020 -0.2088 -2.9287
H -4.4200 0.0425 -0.4862
H -3.9157 0.2863 1.6871
H -2.6713 0.1506 2.9366
H -3.7580 -1.2172 2.6149
```

Output
LUMO energy = 0.0255 hartree
Net charge = 0
Kohn-Sham gap = 0.296 Ha
Largest force on an atom = 0.68 eV/Å
SMILES = Cc1c(CN2CCC(CO)(Cc3ccccc3)CC2)c2ccccc2n1C
Energy above the lowest of the compared OMol25 structures with the same formula, charge and spin = 0.500 eV
E = -1117.295934 hartree

Löwdin population analysis, charges in e, atoms 1 to 4: atom 1 (C): -0.009, atom 2 (C): -0.223, atom 3 (C): -0.110, atom 4 (C): -0.126